DFT (the ωB97M-V functional and the def2-TZVPD basis) results for an isolated molecule of C23H33N3O2.

Computed properties:
- Energy relative to the best compared isomer or geometry (same formula, charge and spin): 206.91 kJ/mol
- HOMO: -8.1 eV
- Orbital gap: 8.83 eV
- SMILES: CC1(C)CC(=O)C(=CNCCN2CCN(CCc3ccccc3)CC2)C(=O)C1
- Total energy: -1210.9848 hartree

The geometry in ORCA input format:
```
! RIJCOSX wB97M-V def2-TZVPD def2/J DEFGRID3
* xyz 0 1
C -4.330 -2.525 1.042
H -5.330 -2.761 1.398
H -3.734 -3.435 1.064
H -3.885 -1.805 1.725
C -4.391 -1.961 -0.380
C -5.025 -3.000 -1.308
H -6.031 -3.243 -0.975
H -4.437 -3.915 -1.314
H -5.084 -2.625 -2.328
C -5.222 -0.678 -0.403
C -4.618 0.450 0.405
O -5.327 1.293 0.928
C -3.163 0.491 0.496
C -2.313 -0.521 -0.086
O -1.086 -0.499 0.013
H -0.709 1.078 0.927
C -2.984 -1.621 -0.876
H -2.337 -2.500 -0.857
H -3.037 -1.279 -1.915
C -2.614 1.581 1.156
N -1.332 1.766 1.367
C -0.725 2.986 1.816
H -1.485 3.652 2.231
C -0.009 3.646 0.620
N 0.863 2.660 0.019
C 2.259 2.767 0.385
C 2.969 1.472 -0.007
N 2.832 1.275 -1.434
C 1.430 1.171 -1.789
C 0.732 2.475 -1.411
H -0.327 2.405 -1.667
H 1.184 3.309 -1.976
H 1.350 1.008 -2.866
H 0.920 0.350 -1.261
C 3.683 0.261 -2.009
H 3.593 0.356 -3.096
C 3.400 -1.214 -1.633
C 3.800 -1.561 -0.229
C 5.141 -1.549 0.139
C 5.523 -1.856 1.432
C 4.569 -2.187 2.379
C 3.231 -2.213 2.021
C 2.850 -1.903 0.727
H 1.803 -1.921 0.458
H 2.481 -2.476 2.752
H 4.866 -2.428 3.389
H 6.570 -1.841 1.702
H 5.893 -1.303 -0.598
H 2.341 -1.425 -1.783
H 3.971 -1.836 -2.328
H 4.712 0.508 -1.734
H 4.031 1.540 0.242
H 2.525 0.648 0.571
H 2.335 2.911 1.465
H 2.746 3.619 -0.122
H 0.534 4.538 0.959
H -0.764 3.965 -0.104
H 0.010 2.747 2.591
H -3.306 2.326 1.538
H -6.234 -0.857 -0.035
H -5.310 -0.317 -1.433
*
```

Just the Löwdin charges please, in e? Sure, here they are:
1 C -0.025
2 H 0.090
3 H 0.089
4 H 0.088
5 C -0.560
6 C -0.050
7 H 0.085
8 H 0.085
9 H 0.084
10 C -0.067
11 C -0.384
12 O 0.052
13 C -0.092
14 C -0.350
15 O 0.024
16 H 0.117
17 C -0.066
18 H 0.132
19 H 0.139
20 C -0.003
21 N 0.047
22 C -0.146
23 H 0.123
24 C -0.168
25 N -0.192
26 C -0.167
27 C -0.165
28 N -0.167
29 C -0.172
30 C -0.168
31 H 0.121
32 H 0.127
33 H 0.127
34 H 0.105
35 C -0.188
36 H 0.117
37 C -0.126
38 C -0.252
39 C -0.052
40 C -0.087
41 C -0.098
42 C -0.084
43 C -0.058
44 H 0.111
45 H 0.102
46 H 0.098
47 H 0.100
48 H 0.112
49 H 0.107
50 H 0.118
51 H 0.114
52 H 0.129
53 H 0.116
54 H 0.121
55 H 0.127
56 H 0.121
57 H 0.122
58 H 0.121
59 H 0.144
60 H 0.133
61 H 0.139



DFT (the ωB97M-V functional and the def2-TZVPD basis) results for a structure of composition C39H31N7O4PSZr.

Computed properties:
- Energy relative to the best compared isomer or geometry (same formula, charge and spin): 4.79 kJ/mol
- HOMO: -10.4 eV
- Orbital gap: 6.79 eV
- Total energy: -2975.6806 hartree

The geometry in ORCA input format:
```
! RIJCOSX wB97M-V def2-TZVPD def2/J DEFGRID3
* xyz 1 1
Zr 0.432 0.891 -0.796
N 4.407 -0.033 1.422
C 3.409 0.210 0.561
S 2.267 1.439 0.985
N 3.407 -0.521 -0.540
N 2.375 -0.238 -1.364
C 2.407 -0.743 -2.542
C 1.419 -0.341 -3.535
C 1.403 -0.929 -4.789
C 0.469 -0.496 -5.716
C -0.425 0.500 -5.359
C -0.368 1.014 -4.075
N 0.533 0.609 -3.183
H 4.448 0.460 2.295
H 5.101 -0.726 1.199
H 3.209 -1.419 -2.823
H 2.115 -1.708 -5.025
H 0.434 -0.937 -6.704
H -1.171 0.864 -6.050
H -1.081 1.754 -3.736
O -3.607 4.574 0.823
C -3.684 3.527 1.654
C -4.761 3.500 2.543
C -4.909 2.456 3.430
C -3.990 1.404 3.459
C -2.926 1.421 2.590
C -2.749 2.472 1.679
C -1.609 2.411 0.774
O -0.781 1.419 0.876
N -1.422 3.365 -0.124
N -0.315 3.091 -0.864
C 0.111 3.975 -1.680
C 1.404 3.740 -2.308
C 2.001 4.702 -3.105
C 3.289 4.487 -3.565
C 3.937 3.325 -3.186
C 3.259 2.409 -2.396
N 2.009 2.586 -1.980
H -2.817 4.462 0.250
H -5.466 4.320 2.510
H -5.751 2.456 4.111
H -4.113 0.586 4.156
H -2.204 0.614 2.592
H -0.427 4.907 -1.825
H 1.463 5.612 -3.338
H 3.782 5.222 -4.187
H 4.955 3.121 -3.487
H 3.758 1.504 -2.078
O -1.941 0.713 -1.463
C -1.701 -0.458 -1.089
O -0.568 -0.988 -1.400
C -2.460 -1.162 -0.036
C -3.845 -1.154 0.032
C -4.477 -1.768 1.100
C -3.717 -2.348 2.108
C -2.330 -2.308 2.062
C -1.673 -1.722 0.984
P 0.165 -1.519 0.970
C 0.584 -1.637 2.737
C 0.987 -2.817 3.363
C 1.241 -2.829 4.727
C 1.086 -1.669 5.476
C 0.677 -0.494 4.861
C 0.430 -0.475 3.496
C 0.790 -3.066 0.250
C -0.022 -3.943 -0.460
C 0.520 -5.082 -1.040
C 1.875 -5.353 -0.916
C 2.693 -4.482 -0.207
C 2.153 -3.342 0.371
H -4.414 -0.671 -0.752
H -5.557 -1.783 1.153
H -4.208 -2.821 2.948
H -1.758 -2.728 2.879
H 1.101 -3.726 2.786
H 1.555 -3.747 5.207
H 1.281 -1.684 6.541
H 0.552 0.409 5.444
H 0.115 0.440 3.010
H -1.080 -3.741 -0.563
H -0.122 -5.762 -1.585
H 2.293 -6.245 -1.365
H 3.749 -4.690 -0.101
H 2.794 -2.667 0.925
*
```

Just the Löwdin charges please, in e? Sure, here they are:
1 Zr 1.633
2 N 0.106
3 C -0.852
4 S 0.650
5 N -0.008
6 N -0.175
7 C -0.067
8 C -0.256
9 C 0.011
10 C -0.024
11 C -0.021
12 C -0.093
13 N -0.001
14 H 0.095
15 H 0.111
16 H 0.143
17 H 0.125
18 H 0.121
19 H 0.117
20 H 0.120
21 O 0.077
22 C -0.254
23 C -0.002
24 C -0.059
25 C -0.076
26 C -0.018
27 C -0.066
28 C -0.385
29 O -0.278
30 N 0.070
31 N -0.087
32 C -0.031
33 C -0.259
34 C 0.003
35 C -0.029
36 C -0.021
37 C -0.109
38 N 0.021
39 H 0.072
40 H 0.123
41 H 0.110
42 H 0.104
43 H 0.095
44 H 0.144
45 H 0.124
46 H 0.121
47 H 0.117
48 H 0.101
49 O -0.013
50 C -0.605
51 O -0.201
52 C -0.151
53 C 0.002
54 C -0.052
55 C -0.052
56 C -0.055
57 C -0.264
58 P 1.102
59 C -0.365
60 C -0.087
61 C -0.070
62 C -0.073
63 C -0.065
64 C -0.108
65 C -0.356
66 C -0.073
67 C -0.070
68 C -0.078
69 C -0.073
70 C -0.121
71 H 0.129
72 H 0.113
73 H 0.113
74 H 0.110
75 H 0.105
76 H 0.108
77 H 0.107
78 H 0.110
79 H 0.073
80 H 0.107
81 H 0.107
82 H 0.106
83 H 0.107
84 H 0.092



DFT (the ωB97M-V functional and the def2-TZVPD basis) results for an isolated molecule of C4H10O2.

Computed properties:
- Energy relative to the best compared isomer or geometry (same formula, charge and spin): 107.02 kJ/mol
- HOMO: -9.7 eV
- Orbital gap: 10.72 eV
- SMILES: COC[C@@H](C)O
- Total energy: -308.8574 hartree

The geometry in ORCA input format:
```
! RIJCOSX wB97M-V def2-TZVPD def2/J DEFGRID3
* xyz 0 1
C 2.411 -0.397 -0.367
O 1.144 -1.000 -0.353
C 0.066 -0.171 -0.717
C -0.788 0.219 0.484
C -2.080 0.871 0.022
O -1.123 -0.937 1.225
H 3.118 -1.173 -0.671
H 2.457 0.444 -1.076
H 2.683 -0.027 0.628
H -0.542 -0.764 -1.409
H 0.438 0.728 -1.230
H -0.227 0.923 1.126
H -2.706 1.110 0.885
H -2.639 0.179 -0.619
H -1.891 1.792 -0.542
H -0.312 -1.466 1.277
*
```

Just the Löwdin charges please, in e? Sure, here they are:
1 C -0.106
2 O -0.190
3 C -0.198
4 C -0.442
5 C -0.050
6 O -0.029
7 H 0.089
8 H 0.087
9 H 0.089
10 H 0.136
11 H 0.126
12 H 0.146
13 H 0.082
14 H 0.086
15 H 0.084
16 H 0.090



DFT (the ωB97M-V functional and the def2-TZVPD basis) results for an isolated molecule of C2H4FN at a distorted geometry.

Computed properties:
- Energy relative to the best compared isomer or geometry (same formula, charge and spin): 397.94 kJ/mol
- HOMO (alpha / beta): -9.8 / -9.2 eV
- Orbital gap (alpha / beta): 9.87 / 9.33 eV
- SMILES: C/C=N/F
- Total energy: -233.0596 hartree

The geometry in ORCA input format:
```
! RIJCOSX wB97M-V def2-TZVPD def2/J DEFGRID3
* xyz 0 1
C 0.284 0.367 0.016
C -1.019 -0.273 -0.011
N 1.645 -0.532 0.082
F 2.690 0.333 0.078
H 0.472 1.423 -0.049
H -1.031 -1.172 0.599
H -1.259 -0.574 -1.035
H -1.783 0.427 0.321
*
```

Just the Löwdin charges please, in e? Sure, here they are:
1 C -0.061
2 C -0.136
3 N 0.038
4 F -0.160
5 H 0.075
6 H 0.081
7 H 0.085
8 H 0.077



The lowest energy relative to the best compared isomer or geometry (same formula, charge and spin) belongs to which entry?
C39H31N7O4PSZr



Which of these has the lowest total energy?
C39H31N7O4PSZr